Entry 1:
# C3H7NO2

A cluster of 2 separate species, C3H7NO2 in total (wB97M-V/def2-TZVPD, the Open Molecules 2025 dataset).

```
13
Properties=species:S:1:pos:R:3:forces:R:3:lowdin_charge:R:1
C 0.150 -2.019 0.294 0.101 0.147 -0.096 -0.027
C 0.744 -1.041 0.983 -0.344 -0.036 -0.108 -0.312
O 2.060 -0.734 0.983 0.103 -0.163 -0.112 0.012
C -0.724 1.414 -0.374 -0.176 0.427 -0.440 -0.231
O -0.739 0.560 -1.407 0.092 -0.113 0.248 -0.036
N -1.032 2.621 -0.852 0.062 -0.091 0.202 0.051
H -0.925 -2.149 0.372 0.209 -0.040 0.049 0.062
H 0.709 -2.684 -0.363 -0.091 0.039 0.152 0.063
H -0.483 -0.308 -1.045 -0.026 0.125 -0.062 0.031
H 0.175 -0.341 1.585 0.145 -0.127 0.005 0.099
H 2.537 -1.333 0.391 -0.100 0.082 0.125 0.108
H -1.057 3.402 -0.218 -0.005 -0.145 -0.087 0.081
H -1.217 2.800 -1.836 0.030 -0.105 0.123 0.100
```
Positions in Å, forces in eV/Å.

Computed properties:
Energy above the lowest of the compared OMol25 structures with the same formula, charge and spin   69.26 kcal/mol
Frontier orbital gap   9.59 eV
E_tot   -323.6706 hartree
LUMO   0.94 eV
2S+1   1

---

Entry 2:
# C3H7NO2

The molecule C3H7NO2 (wB97M-V/def2-TZVPD, the Open Molecules 2025 dataset).

```
13
Properties=species:S:1:pos:R:3:forces:R:3:lowdin_charge:R:1
C 0.975 -1.548 0.214 -0.244 -0.507 0.163 0.208
C -1.710 0.704 -0.196 -0.126 -0.212 -0.114 -0.116
C 0.393 -0.417 -0.411 1.600 0.233 -0.578 -0.454
O 1.798 0.499 -0.380 -1.035 -0.254 -0.227 -0.158
O 1.773 1.266 0.811 -0.506 -0.139 0.228 -0.091
N -0.567 0.061 0.418 -0.403 0.698 0.302 -0.012
H 0.824 1.154 1.091 0.546 0.159 0.003 0.065
H 1.176 -1.477 1.274 -0.042 0.012 -0.021 0.087
H 1.186 -2.476 -0.305 0.024 0.100 -0.006 0.081
H 0.223 -0.461 -1.489 -0.048 0.040 0.096 0.141
H -2.627 0.410 0.320 0.077 0.020 0.003 0.078
H -1.622 1.794 -0.080 0.096 -0.132 0.052 0.092
H -1.823 0.490 -1.267 0.062 -0.018 0.098 0.078
```
Positions in Å, forces in eV/Å.

Computed properties:
Energy above the lowest of the compared OMol25 structures with the same formula, charge and spin   188.47 kcal/mol
Frontier orbital gap (spin up / spin down)   6.95 / 7.89 eV
E_tot   -323.4806 hartree
LUMO (spin up / spin down)   -1.64 / -0.93 eV
2S+1   1

---

Entry 3:
# C3H7NO2

The molecule C3H7NO2 (wB97M-V/def2-TZVPD, the Open Molecules 2025 dataset).

```
13
Properties=species:S:1:pos:R:3:forces:R:3:lowdin_charge:R:1
C 2.130 0.287 0.101 -0.350 -0.105 -1.656 0.052
N 0.555 0.107 -0.716 0.887 0.289 1.409 0.105
C -0.203 -0.085 0.355 0.016 -0.106 0.945 -0.583
O 0.358 -0.025 1.447 -1.399 -0.443 1.061 -0.019
C -1.685 -0.395 0.334 0.032 -0.105 0.185 -0.178
O -2.347 -0.225 -0.899 0.115 0.278 -0.263 -0.058
H 2.614 0.842 -0.672 0.684 -0.064 -0.578 0.036
H 2.296 0.811 1.078 -1.255 -0.217 -1.260 0.086
H 2.491 -0.733 0.247 -0.189 0.228 -0.403 0.069
H 0.101 -0.058 -1.645 1.493 0.314 0.854 0.134
H -2.127 0.197 1.148 0.015 -0.082 -0.209 0.130
H -1.796 -1.447 0.613 0.044 0.133 -0.044 0.133
H -2.386 0.721 -1.082 -0.093 -0.118 -0.041 0.093
```
Positions in Å, forces in eV/Å.

Computed properties:
Energy above the lowest of the compared OMol25 structures with the same formula, charge and spin   69.99 kcal/mol
Frontier orbital gap   10.14 eV
E_tot   -323.6694 hartree
LUMO   0.75 eV
2S+1   1

---

Entry 4:
# C3H7NO2S

The molecule C3H7NO2S (wB97M-V/def2-TZVPD, the Open Molecules 2025 dataset).

```
14
Properties=species:S:1:pos:R:3:forces:R:3:lowdin_charge:R:1
O 1.486 -1.063 -1.029 -0.029 0.239 0.080 0.078
C 0.889 -0.128 -1.519 -0.274 -0.832 -0.010 -0.622
O 1.248 0.438 -2.697 0.084 0.225 -0.097 0.099
N -0.245 0.446 -1.070 -0.201 0.854 -0.104 0.066
C -0.960 0.201 0.183 0.403 -0.036 -0.400 -0.228
C -0.034 0.000 1.380 -0.340 -0.517 0.718 -0.508
S -0.529 -1.467 2.402 0.309 0.317 -0.361 0.692
H 2.008 -0.057 -3.022 0.102 -0.063 0.050 0.120
H -0.555 1.223 -1.635 -0.004 -0.165 0.153 0.143
H -1.568 1.092 0.341 -0.108 -0.110 0.014 0.117
H -1.634 -0.648 0.070 0.054 -0.049 0.018 0.096
H 1.005 -0.110 1.091 -0.052 -0.135 -0.059 0.056
H -0.116 0.818 2.083 0.146 0.328 -0.109 0.057
H -0.996 -0.745 3.422 -0.092 -0.055 0.106 -0.166
```
Positions in Å, forces in eV/Å.

Computed properties:
Energy above the lowest of the compared OMol25 structures with the same formula, charge and spin   4.80 kcal/mol
Frontier orbital gap   9.85 eV
E_tot   -721.9550 hartree
LUMO   0.67 eV
2S+1   1

---

Entry 5:
# C3H7NO2S

The molecule C3H7NO2S (wB97M-V/def2-TZVPD, the Open Molecules 2025 dataset).

```
14
Properties=species:S:1:pos:R:3:forces:R:3:lowdin_charge:R:1
O 2.301 0.812 -0.235 -0.123 0.081 0.334 0.093
C 1.304 1.135 -0.830 0.181 0.111 -0.345 -0.607
O 1.265 2.220 -1.675 -0.183 0.228 0.581 0.079
N 0.101 0.513 -0.802 0.195 0.219 -0.327 0.067
C -0.100 -0.681 -0.011 0.756 0.246 -0.188 -0.268
C -1.370 -0.605 0.801 -0.350 -1.115 -0.257 -0.542
S -1.581 -2.071 1.874 0.123 0.021 0.136 0.693
H 1.778 2.912 -1.222 0.130 -0.307 -0.469 0.123
H -0.539 0.831 -1.505 -0.357 -0.097 0.032 0.147
H 0.763 -0.673 0.632 0.257 -0.052 0.630 0.104
H 0.060 -1.589 -0.597 -0.698 -0.073 -0.098 0.128
H -2.249 -0.731 0.170 -0.018 0.457 -0.222 0.058
H -1.442 0.328 1.343 0.112 0.081 0.189 0.074
H -0.292 -2.400 2.058 -0.024 0.201 0.004 -0.149
```
Positions in Å, forces in eV/Å.

Computed properties:
Energy above the lowest of the compared OMol25 structures with the same formula, charge and spin   5.55 kcal/mol
Frontier orbital gap   10.01 eV
E_tot   -721.9538 hartree
LUMO   0.65 eV
2S+1   1

---

Entry 6:
# C3H7NO2S

A structure of composition C3H7NO2S (wB97M-V/def2-TZVPD, the Open Molecules 2025 dataset).

```
14
Properties=species:S:1:pos:R:3:forces:R:3:lowdin_charge:R:1
C -1.568 0.922 -0.057 -1.346 -1.210 1.472 -0.016
C -0.466 1.632 -0.212 -2.554 0.298 0.664 -0.152
C 0.271 -1.920 -0.099 -1.352 -2.248 -0.966 -0.198
N 1.049 -0.846 -0.656 0.410 1.079 0.794 -0.234
O 2.084 1.425 -0.314 0.952 0.107 -1.079 -0.275
O 1.456 0.261 1.637 -0.545 -0.901 3.396 -0.239
S 1.470 0.283 0.251 0.334 -0.292 -2.728 0.610
H -2.214 1.009 0.822 0.443 0.002 0.049 0.073
H -1.896 0.085 -0.680 0.223 0.743 -0.495 0.062
H -0.143 1.649 -1.177 1.739 0.086 -2.281 0.044
H -0.171 2.358 0.494 0.226 0.818 0.502 0.075
H 0.481 -2.780 -0.806 -0.657 0.860 0.714 0.092
H 0.519 -2.338 0.878 0.348 0.642 0.184 0.071
H -0.871 -1.740 -0.081 1.780 0.017 -0.226 0.088
```
Positions in Å, forces in eV/Å.

Computed properties:
Energy above the lowest of the compared OMol25 structures with the same formula, charge and spin   105.24 kcal/mol
Frontier orbital gap (spin up / spin down)   10.32 / 10.32 eV
E_tot   -721.7949 hartree
LUMO (spin up / spin down)   -0.06 / -0.06 eV
2S+1   1

---

Entry 7:
# C3H7NO2S

A structure of composition C3H7NO2S (wB97M-V/def2-TZVPD, the Open Molecules 2025 dataset).

```
14
Properties=species:S:1:pos:R:3:forces:R:3:lowdin_charge:R:1
C 1.071 0.904 -0.762 0.487 -1.409 -0.357 -0.291
C 1.111 0.812 0.796 1.062 4.437 -0.208 -0.254
C -1.062 -1.644 -0.023 -0.393 0.752 -0.958 -0.118
N -0.290 0.869 -1.206 -1.842 -0.928 0.810 -0.211
O -2.564 0.595 0.133 4.809 -1.515 -0.850 -0.341
O -0.148 0.472 1.217 -2.511 -1.583 0.070 -0.272
S -1.114 0.174 -0.109 -3.469 1.711 0.719 0.798
H 1.522 1.683 -1.362 0.572 0.527 0.798 0.111
H 1.605 -0.013 -0.983 0.207 -0.395 -1.030 0.089
H 1.884 0.067 1.070 -0.397 0.854 0.438 0.125
H 1.153 1.931 1.180 1.193 -2.349 -0.230 0.162
H -1.374 -2.045 -1.024 0.406 0.293 1.071 0.090
H -0.060 -1.892 0.298 0.300 -0.228 -0.389 0.055
H -1.733 -1.913 0.774 -0.424 -0.166 0.115 0.057
```
Positions in Å, forces in eV/Å.

Computed properties:
Energy above the lowest of the compared OMol25 structures with the same formula, charge and spin   89.68 kcal/mol
Frontier orbital gap   10.15 eV
E_tot   -721.8197 hartree
LUMO   0.68 eV
2S+1   1

---

Entry 8:
# C3H7NO2S2

The molecule C3H7NO2S2 (wB97M-V/def2-TZVPD, the Open Molecules 2025 dataset).

```
15
Properties=species:S:1:pos:R:3:forces:R:3:lowdin_charge:R:1
O -2.150 -1.594 -0.122 -1.283 -0.598 1.052 -0.313
S -0.734 -1.597 -0.281 0.628 0.865 -1.559 0.658
O -0.043 -2.791 -0.703 -0.175 0.369 0.643 -0.338
C 0.034 -0.657 1.090 -3.025 -1.600 -0.499 -0.203
C 0.151 0.714 0.648 0.978 2.323 -3.245 -0.208
N -0.560 1.010 -0.697 -0.210 -0.315 1.353 -0.079
C -0.542 -0.181 -1.414 -0.022 -0.817 -4.344 -0.787
S 1.023 -0.462 -2.351 0.876 1.262 0.411 0.750
H 0.840 -1.138 1.517 1.899 -0.877 0.536 0.090
H -0.802 -0.692 1.751 -0.462 -0.336 0.974 0.095
H -0.298 1.391 1.313 -0.050 0.987 1.109 0.107
H 1.198 0.949 0.398 -0.353 0.215 0.548 0.122
H -1.534 1.341 -0.646 0.737 -0.208 0.557 0.131
H -1.236 -0.175 -2.372 0.465 -0.250 2.779 0.137
H 0.680 -1.697 -2.587 -0.004 -1.020 -0.315 -0.160
```
Positions in Å, forces in eV/Å.

Computed properties:
Energy above the lowest of the compared OMol25 structures with the same formula, charge and spin   55.77 kcal/mol
Frontier orbital gap   9.90 eV
E_tot   -1120.0514 hartree
LUMO   0.65 eV
2S+1   1

---

Entry 9:
# C3H7NO2S2

A cluster of 2 separate species, C3H7NO2S2 in total (wB97M-V/def2-TZVPD, the Open Molecules 2025 dataset).

```
15
Properties=species:S:1:pos:R:3:forces:R:3:mulliken_spin:R:1
C 3.249 1.477 0.808 -3.794 0.470 0.361 -0.008
C -3.498 -0.950 -0.680 0.132 0.801 0.683 -0.022
C 1.014 0.088 -0.190 2.619 1.208 2.029 0.430
N 0.199 -1.003 -0.137 -1.139 0.796 -2.111 -0.004
O -0.602 -1.108 -1.112 1.019 -0.598 1.370 0.188
O 0.362 -1.754 0.812 -0.765 -0.925 -0.187 0.077
S 2.189 -0.021 1.071 0.759 0.000 -0.304 0.292
S -3.669 0.259 0.604 0.158 0.686 0.458 0.969
H 4.147 1.515 1.342 1.068 -0.504 1.231 0.000
H 2.509 2.240 1.188 1.390 -0.135 -0.622 0.012
H 3.479 1.600 -0.213 0.040 0.227 -1.248 0.004
H -4.067 -0.530 -1.493 -0.640 -0.450 -0.466 0.051
H -3.792 -1.872 -0.230 -0.381 -0.827 -0.626 -0.008
H -2.479 -0.955 -1.026 0.194 -0.189 0.011 0.018
H 0.960 1.014 -0.743 -0.659 -0.559 -0.579 0.000
```
Positions in Å, forces in eV/Å.

Computed properties:
Energy above the lowest of the compared OMol25 structures with the same formula, charge and spin   75.90 kcal/mol
Frontier orbital gap (spin up / spin down)   9.14 / 6.33 eV
E_tot   -1119.8867 hartree
LUMO (spin up / spin down)   0.46 / -2.01 eV
2S+1   3

---

Entry 10:
# C3H7NO3

A cluster of 2 separate species, C3H7NO3 in total (wB97M-V/def2-TZVPD, the Open Molecules 2025 dataset).

```
14
Properties=species:S:1:pos:R:3:forces:R:3:mulliken_spin:R:1
C -0.854 -0.373 1.638 2.856 0.415 -1.328 0.265
N -0.441 -0.978 0.460 -7.094 -0.108 -0.040 -0.013
C 0.876 -1.194 -0.112 0.757 -1.060 2.013 0.017
C 1.712 -0.008 0.062 2.132 -1.034 4.633 0.808
O 1.718 0.934 -0.690 -0.600 4.114 -4.880 0.135
O -0.024 0.133 2.381 -0.960 -0.186 1.016 -0.048
H -1.951 -0.255 1.820 0.440 -0.414 -0.463 0.025
H -1.394 -1.212 -0.070 2.761 0.250 0.656 -0.096
H 1.240 -2.046 0.541 0.245 0.482 -1.023 0.064
H 0.745 -1.471 -1.167 0.005 0.030 0.216 -0.142
H 2.082 0.417 1.100 -0.593 -2.297 -0.855 -0.035
H -1.838 2.137 -2.481 -0.992 1.446 -1.795 0.002
H -0.535 2.185 -1.651 1.314 0.543 0.121 -0.003
O -1.336 1.731 -1.830 -0.273 -2.180 1.731 0.021
```
Positions in Å, forces in eV/Å.

Computed properties:
Energy above the lowest of the compared OMol25 structures with the same formula, charge and spin   59.18 kcal/mol
Frontier orbital gap (spin up / spin down)   3.02 / 6.65 eV
E_tot   -398.9029 hartree
LUMO (spin up / spin down)   3.64 / 3.60 eV
2S+1   2
Total charge   -1

---

Values for maximum force, eV/A, ordered as above
0.64 1.72 1.81 0.95 1.20 3.56 5.11 4.42 3.84 7.09